(1)
A structure of composition C26H23N6O4RhS, computed with the ωB97M-V functional and the def2-TZVPD basis.

The geometry in XYZ format:
```
61
Properties=species:S:1:pos:R:3:forces:R:3
Rh 0.824182 -0.804450 0.432266 0.7 0.0 -0.6
O 1.175056 0.960213 -0.485072 -0.2 0.1 0.1
C 2.195564 1.676425 -0.131135 0.1 -0.1 -0.1
C 2.141528 3.074132 -0.357680 0.0 0.1 0.0
C 3.191465 3.901004 -0.056202 0.0 0.0 0.0
C 4.384982 3.394851 0.483238 0.0 0.0 0.0
C 4.472452 2.047834 0.705393 0.0 0.0 0.0
C 3.406051 1.166841 0.423636 0.1 0.0 0.0
C 3.646913 -0.221986 0.688057 0.0 0.0 -0.1
N 2.776693 -1.160424 0.640156 0.1 0.0 0.0
C 3.118742 -2.537773 1.011917 0.1 0.0 0.0
C 1.843677 -3.389889 0.964706 0.0 0.1 0.0
N 0.776576 -2.521309 1.435800 -0.3 -0.5 -0.2
C 0.159491 -2.716897 2.539786 0.1 0.0 0.2
C -0.519300 -1.667496 3.240665 -0.1 0.0 -0.1
C -1.472609 -1.977293 4.226734 0.0 0.0 0.0
C -2.038452 -0.991507 4.990604 0.0 0.0 0.0
C -1.624048 0.334068 4.797534 0.1 0.1 -0.1
C -0.673751 0.658832 3.861110 0.0 0.0 0.1
C -0.094093 -0.329654 3.046459 0.2 0.1 0.0
O 0.868635 0.027054 2.215493 -0.3 0.2 0.2
H 1.219044 3.471896 -0.759946 0.0 0.0 0.0
H 3.093316 4.965250 -0.233782 0.0 0.0 0.0
H 5.210305 4.052117 0.717796 0.0 0.0 0.0
H 5.384153 1.628521 1.118373 0.0 0.0 0.0
H 4.671616 -0.487545 0.957194 0.0 0.0 0.0
H 3.523267 -2.540008 2.027141 0.0 0.0 0.0
H 3.872614 -2.951847 0.338116 0.0 0.0 0.0
H 1.955939 -4.278776 1.589271 0.0 0.0 0.0
H 1.628137 -3.692690 -0.059089 0.0 0.0 0.0
H 0.241844 -3.696019 3.016362 0.0 0.0 0.0
H -1.760042 -3.013234 4.368544 0.0 0.0 0.0
H -2.790156 -1.229358 5.730294 0.0 0.0 0.0
H -2.070735 1.122978 5.390038 0.0 0.0 0.0
H -0.371897 1.682439 3.691481 0.0 0.0 0.0
N -3.044052 3.094582 -4.947808 0.0 0.0 0.0
C -2.925111 2.453724 -3.717899 0.0 0.0 0.0
C -1.793126 2.657934 -2.922527 0.0 0.0 0.0
C -1.654671 1.990305 -1.721564 0.0 0.0 -0.1
C -2.644922 1.106481 -1.310664 0.0 0.1 0.0
C -3.764251 0.880215 -2.093906 0.0 0.0 0.0
C -3.906811 1.556844 -3.291326 0.0 0.0 0.0
S -2.425013 0.278317 0.223659 -0.1 -0.1 0.0
O -3.609187 -0.478342 0.508853 0.0 0.0 0.0
O -1.935196 1.227390 1.177434 0.0 0.0 0.1
N -1.159469 -0.718731 -0.068244 -0.3 -0.4 0.0
C -1.079194 -1.491234 -1.172164 0.0 0.5 -0.3
N 0.237072 -1.742818 -1.446941 -0.1 -0.1 0.7
C 0.527536 -2.461704 -2.517356 0.1 0.0 0.0
C -0.467711 -2.934885 -3.352901 0.0 0.1 0.0
C -1.772039 -2.593383 -3.014118 0.0 0.1 0.1
N -2.097009 -1.879779 -1.942991 0.1 -0.1 0.0
H -2.517279 3.947771 -5.040430 0.0 0.0 0.0
H -3.984121 3.183583 -5.297541 0.0 0.0 0.0
H -1.021625 3.342712 -3.255422 0.0 0.0 0.0
H -0.776060 2.125308 -1.102005 0.0 0.0 0.0
H -4.511798 0.175790 -1.755383 0.0 0.0 0.0
H -4.781407 1.388603 -3.908906 0.0 0.0 0.0
H 1.577728 -2.643846 -2.720716 0.0 0.0 0.0
H -0.239482 -3.518129 -4.231252 0.0 0.0 0.0
H -2.599985 -2.903013 -3.643163 0.0 0.0 0.0
```
Forces are in eV/Å.

Properties
Orbital gap (eV): 7.795
Energy above the lowest of the compared OMol25 structures with the same formula, charge and spin (eV): 0.265

---

(2)
A cluster of 5 separate species, C26H24Cl2N4O8 in total, computed with the ωB97M-V functional and the def2-TZVPD basis.

The geometry in XYZ format:
```
64
Properties=species:S:1:pos:R:3:forces:R:3
O -0.649396 -0.571605 0.158561 0.4 0.5 0.6
N -1.258916 0.243125 0.820461 -1.0 0.8 0.4
O -0.832216 0.993005 1.708551 -0.1 -1.3 -1.3
C -2.714886 0.350365 0.508321 -2.7 0.5 0.5
C -3.593916 1.185825 1.294491 1.1 -0.5 -1.1
C -4.950546 1.326975 0.973361 1.3 -0.6 -0.5
C -5.480696 0.615725 -0.107379 0.5 -1.0 -0.8
C -4.688496 -0.288695 -0.880139 1.3 1.5 2.4
C -3.302616 -0.396305 -0.527559 -0.7 0.4 -0.7
H -3.176546 1.798635 2.079771 0.1 -0.2 0.1
H -5.530816 2.036035 1.545131 -0.2 -0.1 0.0
H -6.517666 0.763625 -0.370449 -0.1 -0.1 0.0
H -5.060536 -0.902735 -1.686949 -0.2 0.2 0.0
H -2.711476 -0.986445 -1.212169 0.4 -0.2 0.4
O 7.816944 -3.209405 4.010181 -1.5 -0.8 -1.5
N 6.863144 -3.341225 3.212611 1.1 3.0 0.7
O 6.641804 -2.492265 2.312621 0.2 -2.5 1.5
C 5.873434 -4.385765 3.514141 -0.4 -0.7 -0.7
C 6.015194 -5.182095 4.661341 0.2 1.6 -0.3
C 5.039744 -6.092465 4.974471 0.1 -0.8 -0.9
C 3.991794 -6.361385 4.079581 0.9 1.2 -0.1
C 3.848374 -5.577085 2.899111 1.0 -0.5 1.8
C 4.821454 -4.568125 2.619601 -1.4 -1.1 0.5
H 6.821534 -4.934005 5.335621 0.1 -0.2 0.0
H 5.185764 -6.723685 5.838561 -0.2 0.1 0.2
H 3.359104 -7.166915 4.421961 -0.6 0.1 -0.6
H 2.957454 -5.792855 2.328051 0.2 0.4 -0.6
H 4.658814 -3.941235 1.755331 0.4 0.1 0.0
O -1.865486 7.533625 9.527971 1.2 0.3 0.3
N -1.902466 6.699245 8.660981 -2.7 0.0 -1.7
O -2.702646 5.766965 8.685051 1.1 -0.2 -0.2
C -1.258126 6.975545 7.332631 2.8 2.6 0.0
C -1.230356 6.147155 6.243981 -1.3 -1.0 -0.8
C -0.547086 6.459165 5.058931 1.2 1.4 0.3
C 0.246564 7.632505 4.986751 -0.8 -1.8 0.2
C 0.264814 8.459005 6.084431 0.1 0.5 -0.3
C -0.486056 8.183755 7.191341 -1.1 -1.0 1.7
H -1.906066 5.304675 6.249281 0.3 -0.4 0.1
H -0.511616 5.820125 4.189011 -0.4 -0.3 0.2
H 0.855514 7.854835 4.122951 -0.1 -0.1 -0.1
H 0.871744 9.351925 6.057341 -0.1 0.1 0.1
H -0.471226 8.913895 7.987001 -0.1 -0.2 0.3
O 3.485114 0.254045 -6.204579 0.1 -1.8 0.5
N 3.201804 -0.938515 -5.993919 -1.3 1.9 -0.5
O 2.140744 -1.272845 -5.455079 1.7 -0.3 -0.6
C 4.105684 -1.941185 -6.572289 1.6 -0.7 -0.6
C 5.442244 -1.618595 -6.961709 -1.4 1.1 0.9
C 6.264904 -2.575755 -7.483809 -0.1 -2.3 -0.8
C 5.766944 -3.875755 -7.759659 -0.1 0.9 1.4
C 4.487404 -4.184075 -7.332539 0.6 -0.9 0.0
C 3.690174 -3.248355 -6.729299 -1.2 0.9 0.4
H 5.775254 -0.610055 -6.765859 0.1 0.0 0.0
H 7.328564 -2.553165 -7.669569 0.0 1.2 0.0
H 6.468294 -4.644265 -8.049299 -0.1 -0.1 -0.4
H 4.133964 -5.202965 -7.274589 0.0 -0.1 -0.5
H 2.711464 -3.540145 -6.378059 -0.1 0.1 0.1
Cl -11.065326 -0.685705 -7.984869 -0.4 -0.4 -0.4
C -9.901676 0.262575 -7.083759 0.0 0.8 0.7
C -9.314996 -0.521365 -5.899299 -0.2 0.1 -0.9
Cl -10.559146 -1.062515 -4.684339 0.7 0.4 -0.7
H -10.396126 1.191595 -6.799969 -0.1 -0.2 0.4
H -9.151166 0.594325 -7.801239 0.4 -0.4 0.2
H -8.543376 0.067695 -5.403609 -0.2 0.0 0.2
H -8.854066 -1.396425 -6.357479 -0.1 -0.2 0.5
```
Forces are in eV/Å.

Properties
Orbital gap (eV): 9.222
Energy above the lowest of the compared OMol25 structures with the same formula, charge and spin (eV): 2.425